DFT (ωB97M-V with the def2-TZVPD basis set) results for 12 unconnected molecules or ions with the total composition C43H86O22 at a distorted geometry.

Calculated values
- E_LUMO: 0.0117 hartree
- Orbital gap: 9.66 eV
- Calculated total energy: -91023.9937 eV
- SMILES: COC(=O)OC.COC(=O)OC.COC(=O)OC.COC(=O)OC.COC(=O)OC.C1CCOC1.C1CCOC1.C1CCOC1.C1CCOC1.C1CCOC1.C1CCOC1.C1CCOC1
- Relative energy (zero: lowest compared OMol25 entry of this formula, charge and spin): 19.8 kcal per mole

Atoms and positions in Å:
C (-5.186, 0.773, 3.007)
O (-4.861, -0.086, 4.103)
C (-3.653, -0.692, 4.171)
O (-3.406, -1.504, 5.052)
O (-2.737, -0.303, 3.227)
C (-1.414, -0.852, 3.340)
H (-6.274, 0.799, 2.939)
H (-4.799, 0.387, 2.064)
H (-4.806, 1.786, 3.141)
H (-1.355, -1.941, 3.335)
H (-0.887, -0.652, 4.272)
H (-0.795, -0.603, 2.478)
C (-3.449, -2.938, 1.122)
O (-4.760, -3.258, 1.536)
C (-5.651, -2.329, 1.395)
O (-5.530, -1.318, 0.640)
O (-6.790, -2.782, 1.990)
C (-8.023, -2.137, 1.850)
H (-3.159, -1.888, 1.130)
H (-3.214, -3.059, 0.064)
H (-2.734, -3.538, 1.685)
H (-8.861, -2.655, 2.317)
H (-8.350, -2.140, 0.810)
H (-8.056, -1.120, 2.240)
C (-5.068, -5.945, -4.019)
O (-4.017, -5.693, -3.128)
C (-3.396, -4.463, -3.184)
O (-3.683, -3.574, -3.994)
O (-2.293, -4.421, -2.406)
C (-1.374, -3.344, -2.638)
H (-5.836, -5.172, -3.998)
H (-5.643, -6.831, -3.750)
H (-4.639, -5.994, -5.020)
H (-0.522, -3.477, -1.972)
H (-1.914, -2.400, -2.557)
H (-0.883, -3.458, -3.605)
C (5.418, -0.593, 4.014)
O (4.006, -0.682, 3.823)
C (3.130, 0.245, 4.269)
O (1.960, 0.240, 3.894)
O (3.738, 1.335, 4.913)
C (2.969, 2.437, 5.263)
H (5.913, -1.436, 3.531)
H (5.628, -0.599, 5.083)
H (5.782, 0.275, 3.464)
H (3.269, 3.411, 4.877)
H (3.209, 2.536, 6.322)
H (1.881, 2.389, 5.300)
C (-2.832, 0.552, -1.185)
O (-1.482, 0.896, -0.880)
C (-0.616, 0.023, -0.362)
O (-0.774, -1.160, -0.189)
O (0.495, 0.614, -0.099)
C (1.446, -0.052, 0.727)
H (-2.976, -0.526, -1.106)
H (-3.086, 0.707, -2.234)
H (-3.472, 1.026, -0.441)
H (2.349, 0.553, 0.822)
H (1.788, -1.042, 0.427)
H (0.949, -0.220, 1.682)
C (-0.452, 3.390, 3.576)
C (-1.948, 3.169, 3.449)
C (-2.067, 2.773, 1.959)
O (-1.187, 3.713, 1.370)
C (0.017, 3.641, 2.099)
H (0.063, 2.466, 3.837)
H (-0.198, 4.208, 4.250)
H (-2.429, 4.147, 3.449)
H (-2.441, 2.468, 4.122)
H (-3.115, 2.810, 1.662)
H (-1.799, 1.732, 1.775)
H (0.621, 4.534, 1.940)
H (0.631, 2.821, 1.727)
C (5.364, -0.631, 0.179)
C (6.384, 0.449, -0.038)
C (7.401, 0.150, 1.082)
O (7.242, -1.204, 1.443)
C (6.165, -1.824, 0.687)
H (4.773, -0.947, -0.680)
H (4.591, -0.252, 0.848)
H (5.931, 1.439, -0.003)
H (6.852, 0.363, -1.019)
H (7.265, 0.781, 1.960)
H (8.422, 0.157, 0.702)
H (5.530, -2.499, 1.262)
H (6.618, -2.308, -0.178)
C (-0.148, 1.118, -3.879)
C (-1.052, 0.335, -4.797)
C (-0.340, 0.514, -6.159)
O (0.252, 1.802, -6.157)
C (0.771, 2.008, -4.818)
H (0.458, 0.562, -3.163)
H (-0.768, 1.803, -3.301)
H (-2.083, 0.688, -4.787)
H (-1.126, -0.699, -4.459)
H (-1.084, 0.478, -6.955)
H (0.435, -0.230, -6.340)
H (0.646, 3.076, -4.639)
H (1.814, 1.790, -4.590)
C (1.305, -3.635, 3.573)
C (2.783, -3.645, 3.155)
C (2.830, -4.978, 2.332)
O (1.507, -5.083, 1.746)
C (0.583, -4.220, 2.372)
H (1.038, -2.618, 3.861)
H (1.109, -4.242, 4.457)
H (3.499, -3.521, 3.968)
H (2.914, -2.779, 2.506)
H (3.007, -5.829, 2.991)
H (3.573, -4.883, 1.540)
H (-0.355, -4.720, 2.612)
H (0.215, -3.564, 1.582)
C (-2.776, 3.912, -1.831)
C (-3.055, 3.967, -3.342)
C (-2.803, 5.376, -3.780)
O (-2.731, 6.056, -2.499)
C (-3.138, 5.284, -1.405)
H (-1.695, 3.861, -1.699)
H (-3.262, 3.085, -1.314)
H (-4.085, 3.734, -3.612)
H (-2.531, 3.281, -4.008)
H (-3.679, 5.744, -4.313)
H (-1.824, 5.470, -4.250)
H (-4.210, 5.411, -1.252)
H (-2.816, 5.524, -0.392)
C (2.464, 5.807, -1.846)
C (1.322, 4.940, -2.316)
C (1.536, 3.583, -1.666)
O (2.015, 4.028, -0.369)
C (2.825, 5.164, -0.535)
H (2.314, 6.886, -1.874)
H (3.261, 5.654, -2.574)
H (1.184, 4.861, -3.394)
H (0.399, 5.383, -1.942)
H (2.242, 2.995, -2.254)
H (0.666, 2.977, -1.414)
H (3.846, 4.792, -0.614)
H (2.728, 5.836, 0.317)
C (2.252, -2.214, -2.394)
C (3.024, -3.131, -1.426)
C (2.336, -4.533, -1.558)
O (1.592, -4.392, -2.828)
C (1.998, -3.207, -3.537)
H (2.827, -1.375, -2.787)
H (1.313, -1.817, -2.007)
H (2.900, -2.766, -0.406)
H (4.077, -3.202, -1.699)
H (1.616, -4.709, -0.758)
H (3.145, -5.248, -1.706)
H (1.192, -2.828, -4.166)
H (2.838, -3.374, -4.211)